[1]
Density functional theory data (wB97M-V/def2-TZVPD) for a structure of composition C24H46CrN2O6P2S4.

XYZ file:
```
85
C24H46CrN2O6P2S4 (wB97M-V/def2-TZVPD)
Cr -1.57 0.26 -1.25
C -2.61 6.64 -0.39
C -2.75 5.16 -0.66
C -4.20 4.70 -0.67
O -2.04 4.48 0.41
P -1.44 3.02 0.19
O -2.04 2.39 -1.03
C -1.59 2.25 1.79
P -1.19 0.44 1.64
O -0.37 0.11 0.35
O 0.22 0.52 2.64
C 1.29 1.44 2.43
C 1.54 2.16 3.75
C 2.54 0.74 1.95
O -1.85 -0.35 2.90
C -2.18 -1.74 3.08
C -1.74 -2.66 1.94
C -1.55 -2.13 4.40
O 0.11 3.24 0.01
C 0.77 3.28 -1.29
C 1.90 2.29 -1.27
C 1.21 4.71 -1.53
H -3.08 7.21 -1.20
H -1.55 6.92 -0.33
H -3.09 6.90 0.55
H -2.28 4.91 -1.61
H -4.67 4.94 0.28
H -4.26 3.62 -0.84
H -4.74 5.21 -1.47
H -2.64 2.31 2.08
H -0.96 2.80 2.48
H 1.02 2.18 1.68
H 1.81 1.42 4.52
H 0.64 2.68 4.09
H 2.36 2.88 3.66
H 2.86 0.00 2.70
H 3.35 1.45 1.81
H 2.35 0.23 1.00
H -3.26 -1.78 3.17
H -0.66 -2.61 1.79
H -2.23 -2.39 1.01
H -2.01 -3.69 2.20
H -0.47 -2.04 4.34
H -1.82 -3.16 4.66
H -1.90 -1.47 5.20
H 0.04 2.99 -2.05
H 2.65 2.58 -0.53
H 2.37 2.25 -2.26
H 1.55 1.29 -1.02
H 1.92 5.02 -0.75
H 0.36 5.40 -1.51
H 1.70 4.79 -2.50
S -1.35 -1.94 -1.95
C -1.18 -1.86 -3.69
C -0.97 -3.03 -4.43
C -0.82 -3.00 -5.80
C -0.89 -1.78 -6.48
C -1.10 -0.61 -5.76
C -1.25 -0.64 -4.37
S -1.53 0.85 -3.48
H -0.93 -3.98 -3.89
H -0.66 -3.92 -6.35
H -0.77 -1.74 -7.55
H -1.15 0.34 -6.27
S -3.07 0.04 0.49
C 2.02 -5.15 -2.13
C 3.29 -4.72 -1.42
N 3.04 -4.19 -0.09
C 2.55 -2.92 0.11
S 2.42 -1.77 -1.08
N 2.12 -2.70 1.38
C 2.59 -3.42 2.55
C 1.72 -4.61 2.95
H 2.24 -5.50 -3.14
H 1.33 -4.30 -2.21
H 1.52 -5.95 -1.59
H 3.78 -3.93 -1.99
H 3.99 -5.55 -1.32
H 2.74 -4.87 0.59
H 1.74 -1.77 1.51
H 2.62 -2.70 3.37
H 3.62 -3.75 2.38
H 0.70 -4.29 3.15
H 2.13 -5.09 3.85
H 1.68 -5.37 2.16
```

## Properties
LUMO level (alpha / beta): 2.57 / 2.57 eV
HOMO level (alpha / beta): -4.03 / -4.15 eV
total charge: -1
2S+1: 4
HOMO-LUMO gap (alpha / beta): 6.60 / 6.71 eV



[2]
Density functional theory data (wB97M-V/def2-TZVPD) for a structure of composition C24H46F3MgNO19.

XYZ file:
```
94
C24H46F3MgNO19 (wB97M-V/def2-TZVPD)
Mg 9.40 -5.87 -20.51
N 10.59 -8.14 -20.40
O 10.87 -9.32 -20.40
O 10.64 -7.40 -21.43
O 10.09 -7.51 -19.42
C 8.30 -4.62 -22.65
O 8.55 -6.03 -22.77
O 8.86 -4.26 -21.50
C 8.76 -3.86 -23.89
F 10.00 -4.22 -24.29
F 7.95 -4.11 -24.95
F 8.75 -2.54 -23.68
C 7.67 -6.78 -23.59
C 8.05 -8.25 -23.49
H 8.27 -8.55 -22.46
H 7.26 -8.88 -23.88
H 8.99 -8.45 -24.00
H 7.83 -6.50 -24.64
H 6.62 -6.62 -23.33
H 7.20 -4.47 -22.57
C 13.20 -8.02 -24.04
C 11.94 -7.26 -24.45
C 12.08 -7.07 -25.96
O 13.19 -7.90 -26.37
C 13.53 -8.79 -25.31
H 12.98 -8.69 -23.21
H 14.00 -7.33 -23.76
H 11.81 -6.31 -23.94
H 11.06 -7.86 -24.23
H 12.30 -6.04 -26.24
H 11.24 -7.46 -26.54
H 14.59 -9.00 -25.41
H 12.99 -9.74 -25.41
C 14.45 -8.83 -18.01
C 14.27 -8.96 -19.52
C 14.37 -7.53 -20.01
O 13.67 -6.80 -18.99
C 13.91 -7.41 -17.73
H 15.49 -8.87 -17.68
H 13.89 -9.60 -17.49
H 13.27 -9.33 -19.72
H 15.03 -9.59 -20.00
H 13.78 -7.38 -20.92
H 15.38 -7.13 -20.14
H 12.97 -7.46 -17.18
H 14.63 -6.81 -17.16
C 11.70 -3.50 -17.86
O 12.44 -3.33 -19.06
C 12.13 -4.15 -20.06
O 11.21 -4.93 -20.08
O 12.91 -3.85 -21.06
C 12.71 -4.59 -22.26
H 10.65 -3.30 -18.01
H 12.10 -2.80 -17.13
H 11.87 -4.51 -17.46
H 13.40 -4.30 -23.04
H 11.70 -4.42 -22.66
H 12.78 -5.65 -22.01
C 4.11 -7.25 -20.77
O 5.39 -6.63 -20.61
C 6.45 -7.35 -20.33
O 7.56 -6.88 -20.28
O 6.19 -8.63 -20.12
C 7.27 -9.43 -19.66
H 3.72 -7.57 -19.81
H 4.18 -8.12 -21.43
H 3.50 -6.51 -21.27
H 6.85 -10.40 -19.41
H 7.76 -8.98 -18.79
H 8.10 -9.56 -20.36
C 7.66 -2.78 -18.34
O 7.96 -3.62 -17.22
C 8.60 -4.74 -17.50
O 8.91 -5.06 -18.63
O 8.89 -5.38 -16.39
C 9.67 -6.57 -16.50
H 8.58 -2.40 -18.79
H 7.14 -1.93 -17.90
H 7.06 -3.26 -19.10
H 9.20 -7.32 -17.13
H 9.78 -6.96 -15.49
H 10.64 -6.35 -16.94
C 12.28 -12.59 -19.05
O 12.33 -13.83 -19.75
C 13.03 -14.81 -19.19
O 13.71 -14.73 -18.20
O 12.84 -15.90 -19.92
C 13.44 -17.09 -19.41
H 13.10 -12.52 -18.35
H 11.32 -12.49 -18.53
H 12.35 -11.75 -19.74
H 13.23 -17.88 -20.12
H 12.92 -17.41 -18.50
H 14.50 -16.94 -19.21
```

## Properties
LUMO level: 0.22 eV
HOMO level: -8.70 eV
total charge: 0
HOMO-LUMO gap: 8.92 eV



[3]
Density functional theory data (wB97M-V/def2-TZVPD) for a cluster of 4 separate species, C24H47BF4N4O2 in total.

XYZ file:
```
82
C24H47BF4N4O2 (wB97M-V/def2-TZVPD)
C -1.34 4.07 10.68
C -2.84 3.93 10.91
C -3.46 3.88 9.46
C -4.93 3.30 9.46
C -4.96 1.92 10.00
C -4.29 1.78 11.41
N -3.03 2.56 11.57
O -2.32 2.42 12.80
C -3.98 0.29 11.59
C -5.22 2.15 12.58
C -3.39 5.06 11.85
H -1.07 4.97 10.11
H -0.90 3.16 10.28
H -0.91 4.31 11.66
H -2.88 3.35 8.70
H -3.46 4.94 9.19
H -5.14 3.40 8.40
H -5.72 3.89 9.92
H -4.33 1.37 9.30
H -5.95 1.47 9.89
H -3.24 0.17 12.38
H -3.52 -0.08 10.68
H -4.86 -0.36 11.64
H -5.73 3.08 12.32
H -4.54 2.21 13.43
H -6.02 1.47 12.90
H -4.41 4.99 12.23
H -3.35 6.04 11.38
H -2.74 5.15 12.71
C -7.17 0.03 19.58
C -6.28 0.85 18.55
C -5.89 0.05 17.30
C -7.12 -0.35 16.42
C -7.75 0.86 15.87
C -8.13 2.02 16.98
N -7.02 2.08 18.01
O -6.95 3.20 18.80
C -9.43 1.54 17.56
C -8.21 3.45 16.32
C -4.97 1.28 19.18
H -8.16 -0.29 19.25
H -7.39 0.68 20.43
H -6.63 -0.85 19.92
H -5.43 -0.92 17.48
H -5.06 0.56 16.82
H -7.91 -0.82 17.01
H -6.81 -1.01 15.61
H -8.54 0.69 15.13
H -7.12 1.30 15.09
H -9.52 0.46 17.59
H -10.40 1.68 17.07
H -9.54 2.06 18.51
H -8.77 4.11 16.97
H -8.83 3.35 15.42
H -7.29 3.91 15.96
H -4.35 1.96 18.61
H -4.37 0.40 19.42
H -5.21 1.78 20.12
C -3.43 8.22 16.21
C -3.14 8.66 14.74
N -2.06 7.90 14.07
C -1.65 6.57 14.29
C -0.43 6.37 13.59
N -0.10 7.63 13.14
C -1.06 8.58 13.38
C 1.16 8.03 12.49
H -3.50 7.13 16.26
H -4.44 8.58 16.44
H -2.73 8.57 16.97
H -2.80 9.70 14.64
H -4.01 8.71 14.09
H -2.31 5.93 14.85
H 0.29 5.57 13.47
H -0.96 9.65 13.28
H 1.80 7.17 12.63
H 1.70 8.94 12.75
H 1.01 8.02 11.41
B -4.27 4.12 15.57
F -4.89 4.65 14.47
F -4.88 2.91 15.82
F -2.92 3.82 15.44
F -4.42 4.86 16.73
```

## Properties
LUMO level (alpha / beta): -5.90 / -5.90 eV
HOMO level (alpha / beta): -10.08 / -11.08 eV
total charge: +1
2S+1: 2
HOMO-LUMO gap (alpha / beta): 4.18 / 5.17 eV



> Which value of total charge does entry 1 give?

-1



> Which of these has the lowest total charge?

C24H46CrN2O6P2S4